C4H11N3O in the gas phase. Source: the OMol25 dataset; level of theory: ωB97M-V/def2-TZVPD.

Atoms and positions in Å:
C1 2.0024 -0.0707 0.9941
C2 0.7809 0.8076 1.1811
N1 0.0149 1.0434 -0.1691
N2 0.6488 1.7833 -1.1862
C3 -0.7958 -0.0046 -0.5166
O1 -1.3401 0.0264 -1.7681
N3 -0.9677 -0.9347 0.3268
C4 -1.9548 -1.9616 0.1214
H1 2.5403 -0.1596 1.9366
H2 2.6732 0.3570 0.2517
H3 1.6983 -1.0634 0.6717
H4 0.1037 0.4017 1.9274
H5 1.0515 1.8262 1.4555
H6 0.1274 2.6174 -1.4353
H7 1.1542 1.2193 -1.8658
H8 -1.1058 0.8647 -2.1935
H9 -2.7040 -1.8974 0.9139
H10 -2.4635 -1.9210 -0.8462
H11 -1.4638 -2.9341 0.2006

Results
SMILES: CCN(N)/C(O)=N/C

C30H32ClLaN3SSi2 as an isolated structure. Source: the OMol25 dataset; level of theory: ωB97M-V/def2-TZVPD.

Atoms and positions in Å:
C1 -1.6148 -0.5575 6.1698
C2 -2.4243 0.0789 5.1797
C3 -2.4382 -0.7574 4.0206
H1 -3.0228 0.9826 5.3253
C4 -1.6386 -1.9138 4.2956
C5 -1.1321 -1.7871 5.6248
H2 -0.5652 -2.5460 6.1711
H3 -1.5170 -0.2465 7.2161
H4 -3.0229 -0.5947 3.1128
H5 -1.5027 -2.7665 3.6272
La1 0.0435 0.0532 4.1694
Si1 2.7933 0.3532 -4.0408
C6 1.9683 1.8522 -4.7694
C7 2.4486 2.6208 -5.8505
H6 3.3764 2.3410 -6.3533
C8 1.7308 3.7478 -6.2797
H7 2.1009 4.3498 -7.1157
C9 0.5410 4.1164 -5.6411
H8 -0.0120 5.0006 -5.9647
C10 0.0538 3.3455 -4.5751
H9 -0.8766 3.6103 -4.0752
C11 0.7661 2.2188 -4.1463
H10 0.3820 1.6195 -3.3172
C12 2.0272 -1.1797 -4.7564
C13 0.8788 -1.1376 -5.5664
H11 0.4708 -0.1795 -5.8980
C14 0.2264 -2.3239 -5.9339
H12 -0.7030 -2.2771 -6.5046
C15 0.7547 -3.5652 -5.5562
H13 0.2344 -4.4874 -5.8212
C16 1.9556 -3.6144 -4.8344
H14 2.3799 -4.5811 -4.5534
C17 2.6019 -2.4330 -4.4587
H15 3.5471 -2.4733 -3.9135
H16 2.8853 0.3624 -2.5531
Si2 -0.0084 0.2115 1.1359
C18 -0.6752 -1.4050 0.4922
C19 -1.8361 -1.4814 -0.3037
H17 -2.3717 -0.5714 -0.5820
C20 -2.3587 -2.7280 -0.6955
H18 -3.2296 -2.7691 -1.3498
C21 -1.7603 -3.9154 -0.2579
H19 -2.1572 -4.8839 -0.5733
C22 -0.6553 -3.8543 0.5968
H20 -0.1907 -4.7700 0.9572
C23 -0.1295 -2.6150 0.9887
H21 0.6839 -2.5872 1.7181
C24 -1.1812 1.5742 0.6187
C25 -2.3851 1.8969 1.3056
H22 -2.6381 1.3893 2.2410
C26 -3.2500 2.8809 0.8034
H23 -4.1823 3.1067 1.3226
C27 -2.9279 3.5744 -0.3698
H24 -3.6151 4.3195 -0.7724
C28 -1.7095 3.3177 -1.0092
H25 -1.4326 3.8805 -1.8993
C29 -0.8362 2.3368 -0.5086
H26 0.1294 2.1785 -0.9866
H27 4.1732 0.4073 -4.5523
Cl1 1.9536 0.4745 0.5583
N1 1.4411 1.6538 5.7152
N2 1.3144 0.7963 6.8757
C30 1.9254 -0.4561 6.7853
N3 2.2044 -1.0309 7.9757
S1 2.2663 -1.2185 5.2862
H28 2.4258 1.6826 5.4188
H29 1.1970 2.6117 6.0095
H30 1.4550 1.2857 7.7713
H31 2.6596 -1.9329 7.9846
H32 2.0049 -0.5907 8.8656

Results
Charge: +1

A 2-piece molecular cluster, C3H4S2 overall. Source: the OMol25 dataset; level of theory: ωB97M-V/def2-TZVPD.

Atoms and positions in Å:
C1 -0.7361 0.7058 -2.1411
C2 0.3987 -0.8279 1.7644
C3 1.3763 -0.1156 0.8962
S1 0.5821 -0.1205 -1.6444
S2 0.4635 0.9596 1.7428
H1 -0.7606 1.6631 -1.7137
H2 -1.4443 0.3208 -2.9007
H3 -0.5583 -1.3049 1.2469
H4 0.6788 -1.2803 2.7495

A 2-piece molecular cluster, C4H10O2 overall. Source: the OMol25 dataset; level of theory: ωB97M-V/def2-TZVPD.

Atoms and positions in Å:
O1 2.1676 -0.1138 -1.7260
C1 1.4186 0.7288 -0.8838
C2 -0.0715 0.5544 -1.1268
O2 -0.3022 -0.8453 -1.0914
H1 1.7091 -0.9672 -1.6921
H2 1.6351 0.5247 0.1774
H3 1.7109 1.7641 -1.0909
H4 -0.3501 0.9636 -2.1078
H5 -0.6374 1.0775 -0.3417
H6 -1.2323 -1.0173 -1.2772
C3 -1.0320 0.1851 2.0717
C4 -0.9849 -1.0749 1.6565
H7 -1.9694 0.7293 2.1484
H8 -0.1293 0.7274 2.3431
H9 -1.8830 -1.6189 1.3735
H10 -0.0494 -1.6175 1.5672

Results
SMILES: OCCO.C=C

The energy above the lowest of the compared OMol25 structures with the same formula, charge and spin results, record by record, are as follows: 2.380 0.000 4.545 1.924 eV.